# 1
C21H33F2IN2O9S as an isolated structure at a distorted geometry, computed with ωB97M-V/def2-TZVPD.

```
69
Properties=species:S:1:pos:R:3:forces:R:3
C -3.46862 -0.03044 -2.26188 6.716 -0.293 6.934
C -2.53080 -0.19297 -1.19801 -6.130 0.475 -6.473
C -1.51600 -0.53151 0.09124 -1.603 -0.025 -0.152
C -0.73656 -1.96022 -0.05695 0.432 -1.472 -0.923
C -0.10195 -2.20595 -1.58583 0.172 -0.811 -0.207
C 0.47924 -3.76000 -1.77554 0.755 0.713 -1.506
C 0.78152 -3.94867 -3.40959 -0.830 -0.528 0.182
C -1.81077 -3.17255 0.36546 0.833 -0.418 -0.135
C -2.92387 -3.51522 -0.77562 -1.648 0.074 1.106
N -4.24930 -2.90033 -0.27784 0.296 -0.464 -0.829
C 0.53490 -2.18689 0.96271 0.677 -2.208 -0.188
O 0.79903 -1.09554 1.90200 -0.055 1.743 -2.615
S 1.12284 0.26274 0.93157 6.418 3.852 1.602
O 1.72078 1.35579 1.90145 -3.308 -4.190 -2.896
O 2.17375 0.06224 -0.17974 -4.101 -0.781 3.165
C -0.59052 0.79647 0.26573 -0.500 -0.453 0.613
I -0.17027 1.54450 -1.77653 0.250 0.287 0.976
N -1.05227 1.83795 1.23515 -0.593 -1.480 0.203
C -2.50421 2.18658 1.19420 -1.848 1.464 0.075
C -2.96978 3.16563 -0.05351 -0.291 0.898 0.845
C -3.84015 4.45576 0.55941 0.056 0.099 -1.551
C -5.45831 4.17547 0.61278 0.143 1.390 0.214
H -3.96703 0.47394 -3.22198 1.446 -1.437 2.735
H -2.19236 -0.61882 1.07121 1.350 0.296 -2.230
H 0.77816 -1.44303 -1.82567 -1.853 -1.647 0.770
H -0.89180 -2.06846 -2.43755 1.237 -0.054 1.810
H -0.30850 -4.58312 -1.51162 1.606 1.670 -0.150
H 1.52509 -3.89708 -1.24675 -2.553 0.097 -0.736
H 1.52924 -4.83431 -3.62775 -1.418 1.880 0.568
H -0.25079 -4.26228 -3.90043 2.147 0.789 0.802
H 1.16156 -2.96616 -3.91947 -0.645 -1.870 1.074
H -2.26438 -2.83881 1.41259 0.504 -0.744 -2.425
H -1.24620 -4.19881 0.59751 -0.785 2.437 -0.606
H -2.74308 -3.04591 -1.83043 0.175 -1.180 2.095
H -3.13962 -4.68627 -0.81270 1.032 2.475 -0.236
H -4.65337 -2.25916 -0.99498 0.291 -1.040 0.913
H -4.91435 -3.64482 0.02528 0.706 1.102 -0.700
H 1.56484 -2.40251 0.39935 -2.481 0.581 0.879
H 0.36273 -3.16149 1.63139 0.199 2.415 -1.332
H -0.85728 1.55974 2.24396 0.195 0.223 -1.899
H -2.72606 2.82581 2.17975 0.733 -1.521 -2.073
H -3.26335 1.29793 1.22816 1.531 1.271 -0.077
H -2.05562 3.67061 -0.62024 -1.897 -1.536 1.232
H -3.68106 2.55732 -0.76539 1.677 1.299 1.181
H -3.68196 5.32265 -0.24428 -0.416 -1.766 1.784
H -3.37667 4.85807 1.55823 -1.017 -0.942 -1.807
H -5.81493 3.60406 1.57430 0.771 0.814 -2.076
H -5.97736 5.24592 0.66175 0.974 -2.311 -0.071
H -5.80908 3.68539 -0.39542 0.684 0.726 2.158
C 2.95849 3.99776 3.36398 -0.620 -1.148 0.094
C 4.02301 4.74439 4.09271 0.644 -0.219 0.205
O 4.33053 5.81131 3.22438 -0.832 0.111 -0.014
C 3.17718 6.05629 2.54142 -0.915 2.429 -1.946
O 2.96298 7.07293 1.90235 0.536 -2.443 1.491
O 2.28545 5.02636 2.66617 0.577 1.076 -0.095
F 5.13046 3.98334 4.24112 0.258 -0.048 0.253
H 3.36280 3.27646 2.64589 0.110 0.086 0.199
H 2.27899 3.47443 4.04206 -0.020 0.165 -0.234
H 3.70895 5.13954 5.06469 0.217 -0.065 -0.009
C 5.83341 -2.56373 -2.01265 1.231 0.282 -0.235
C 4.49655 -1.90503 -2.03726 -0.336 0.726 -0.500
O 3.59974 -2.97151 -1.82454 0.618 -0.317 0.689
C 4.29448 -3.87544 -1.07826 -0.883 -2.477 1.510
O 3.78043 -4.79667 -0.46593 1.153 2.130 -1.452
O 5.63822 -3.61930 -1.09307 -1.120 -0.336 0.236
F 4.24376 -1.37224 -3.25377 -0.149 0.205 -0.120
H 6.11954 -2.97799 -2.98523 -0.229 0.152 -0.001
H 6.62348 -1.88872 -1.67273 -0.126 -0.231 0.100
H 4.35609 -1.14542 -1.26086 -0.146 0.025 -0.193
```
Forces are in eV/Å.

LUMO = -0.49 eV
HOMO = -9.08 eV
2S+1 = 1
HOMO-LUMO gap = 0.316 hartree
E = -2501.8310 Ha
max |F| = 9.66 eV Å⁻¹

Mulliken population analysis, charges in e, atoms 1 to 8: C -1.086; C -0.217; C 0.415; C 1.342; C -0.858; C 0.111; C -1.153; C -1.152

=====

# 2
A 5-piece molecular cluster, C3H15NO4 overall at a distorted geometry, computed with ωB97M-V/def2-TZVPD.

```
23
Properties=species:S:1:pos:R:3:forces:R:3
C -0.45609 0.53703 -2.06809 0.375 -0.165 0.098
C -0.65475 1.30594 -1.00547 -0.453 0.636 0.049
N -0.04659 1.21947 0.24976 -0.210 -0.457 0.158
C -0.92846 1.30783 1.44133 0.851 0.348 -0.655
H 0.17903 -0.34154 -2.05299 0.033 0.066 -0.016
H -0.89157 0.82422 -3.00812 -0.192 -0.077 -0.137
H -1.33732 2.14768 -1.08445 0.006 0.049 -0.023
H 0.51105 0.36877 0.30233 -0.194 0.262 -0.217
H -1.00404 0.33509 1.90154 -0.368 -0.257 0.233
H -0.50079 1.99805 2.15519 0.118 0.147 0.314
H -1.88646 1.70204 1.15004 -0.504 -0.063 -0.033
O -0.20739 -2.96976 -2.10644 -0.147 0.198 0.382
H -1.06012 -3.24138 -2.46380 0.118 -0.015 -0.032
H -0.46449 -2.52105 -1.27429 -0.048 -0.234 -0.394
O -1.47228 -1.76818 0.23735 -0.019 -0.049 -0.048
H -1.44301 -0.82298 0.04141 -0.083 -0.123 -0.163
H -0.71062 -1.90414 0.81346 0.082 0.092 0.148
O 1.17254 -1.13411 1.26203 0.930 0.053 0.381
H 1.63612 -0.30960 1.52815 -0.162 -0.262 -0.013
H 1.93472 -1.69725 1.06254 -0.368 -0.150 -0.102
O 2.49523 1.33655 1.09081 0.166 -0.726 0.567
H 1.76534 1.91758 0.83795 0.223 0.275 -0.388
H 3.36995 1.70974 0.98976 -0.153 0.453 -0.109
```
Forces are in eV/Å.

LUMO = 0.46 eV
HOMO = -8.60 eV
2S+1 = 1
energy above the lowest of the compared OMol25 structures with the same formula, charge and spin = 1.166 eV
structure (SMILES) = C=CNC.O.O.O.O
HOMO-LUMO gap = 0.333 hartree
E = -478.9860 Ha
max |F| = 1.13 eV Å⁻¹

Mulliken population analysis, charges in e, atoms 1 to 8: C -0.812; C -0.125; N -0.327; C -0.950; H 0.241; H 0.257; H 0.333; H 0.449

=====

# 3
C33H33N3NiPSe2 as an isolated structure, computed with ωB97M-V/def2-TZVPD.

```
73
Properties=species:S:1:pos:R:3:forces:R:3
Ni -1.24224 -0.26486 -1.01144 -0.157 0.023 -0.315
C -2.95112 0.32897 -3.63726 -0.012 0.026 -0.044
Se -1.03291 0.03213 -3.52643 0.053 0.083 0.229
C -0.98673 -1.82322 -4.09333 0.006 -0.040 -0.006
C -1.69985 -2.75027 -3.13611 0.015 -0.063 -0.003
Se -1.07843 -2.55907 -1.28830 -0.016 -0.260 -0.021
C 0.78556 -2.94268 -1.69896 0.018 0.073 0.009
H -3.27025 0.21759 -4.67028 -0.007 -0.004 0.005
H -3.12700 1.35033 -3.30737 0.006 0.000 -0.003
H -3.48617 -0.35737 -2.98648 0.002 -0.010 -0.001
H 0.07428 -2.06084 -4.15668 -0.003 -0.015 -0.051
H -1.39738 -1.88455 -5.10097 -0.040 0.039 0.015
H -1.53488 -3.79078 -3.41994 -0.016 -0.009 0.034
H -2.77591 -2.58556 -3.10755 -0.001 0.045 -0.028
H 0.81023 -3.80889 -2.35719 0.005 -0.002 0.002
H 1.25610 -3.17388 -0.74886 0.005 0.004 0.009
H 1.27680 -2.09110 -2.16328 -0.037 -0.056 -0.013
C 0.68101 -3.63321 5.85746 0.001 0.002 0.004
C 0.90296 -2.27423 5.68044 0.001 0.001 0.003
C 0.73175 -1.69579 4.43151 0.014 -0.010 -0.008
C 0.34114 -2.47511 3.34463 -0.006 -0.023 -0.011
C 0.13516 -3.84174 3.52921 -0.014 0.009 0.005
C 0.29594 -4.41813 4.78058 -0.003 0.002 -0.004
P 0.05233 -1.82523 1.66554 0.051 0.070 -0.081
C 1.05153 -0.29728 1.61756 0.008 0.033 0.084
C 0.65289 0.91306 2.18438 -0.033 -0.058 -0.028
C 1.48178 2.02223 2.13394 0.053 0.023 -0.021
C 2.73133 1.93347 1.53208 -0.027 0.019 0.044
C 3.14905 0.73117 0.98546 -0.034 -0.077 -0.025
C 2.30720 -0.37355 1.01798 0.070 0.056 0.012
C -1.67180 -1.22257 1.71912 -0.064 -0.047 0.036
C -2.50618 -1.44274 2.81666 0.013 0.071 0.012
C -3.85923 -1.14399 2.75021 -0.009 0.000 0.011
C -4.39638 -0.63125 1.57962 -0.013 0.009 0.003
C -3.57167 -0.39705 0.48547 0.041 -0.008 -0.022
C -2.20862 -0.68237 0.54503 0.086 -0.041 0.166
H 0.81610 -4.08071 6.83331 -0.001 -0.001 0.000
H 1.21226 -1.66250 6.51790 -0.001 0.000 0.000
H 0.91407 -0.63634 4.30562 0.001 0.006 -0.006
H -0.15366 -4.45752 2.68484 -0.001 -0.004 0.000
H 0.12991 -5.47919 4.91206 0.001 -0.001 0.001
H -0.31252 0.97665 2.67287 -0.022 0.020 -0.007
H 1.16045 2.95814 2.57391 -0.001 -0.010 0.013
H 3.37946 2.79974 1.49829 0.004 -0.002 0.007
H 4.12755 0.65172 0.52904 -0.004 0.003 -0.015
H 2.63895 -1.31295 0.58759 -0.004 -0.009 0.008
H -2.09556 -1.85552 3.72988 0.001 -0.011 -0.006
H -4.49276 -1.32093 3.60932 -0.002 -0.003 -0.003
H -5.45458 -0.41178 1.51435 -0.001 -0.002 0.002
H -4.00500 0.02355 -0.41685 -0.008 0.010 -0.006
C -1.40886 3.53861 0.89650 -0.038 0.007 0.005
C -1.71334 2.24552 0.52801 -0.078 -0.064 -0.116
N -1.20210 1.66253 -0.57435 0.170 0.354 0.106
C -0.35824 2.40099 -1.30884 -0.043 -0.139 0.007
C 0.05356 3.68641 -0.98674 -0.006 0.028 -0.007
C -0.51068 4.26962 0.13964 -0.017 0.024 -0.026
C 0.98888 4.45105 -1.82981 -0.032 -0.019 0.028
C 1.99114 4.05692 -2.62154 0.027 -0.005 -0.031
C 2.55826 2.72157 -2.88499 -0.025 0.034 -0.014
C 3.49357 2.57223 -3.90487 0.012 -0.013 -0.001
C 3.98454 1.30023 -4.13980 0.003 0.015 -0.015
N 3.60669 0.24606 -3.41970 -0.040 -0.040 0.031
C 2.73674 0.50070 -2.44912 0.053 0.063 -0.041
N 2.19203 1.66927 -2.14610 0.172 -0.059 -0.032
H -1.86717 3.95705 1.78137 -0.008 -0.005 -0.002
H -2.39530 1.65407 1.11609 -0.002 -0.063 0.037
H 0.03957 1.94785 -2.19610 -0.112 -0.015 0.023
H -0.24779 5.28285 0.41897 -0.005 0.001 0.001
H 0.81872 5.52267 -1.79375 0.021 0.000 0.022
H 2.49939 4.84736 -3.16286 0.003 -0.003 0.005
H 3.81685 3.41498 -4.49988 0.004 0.000 0.006
H 4.70143 1.11579 -4.93156 -0.001 0.002 0.001
H 2.43711 -0.33835 -1.82917 0.030 0.031 0.029
```
Forces are in eV/Å.

LUMO = -2.96 eV
HOMO = -10.47 eV
2S+1 = 1
energy above the lowest of the compared OMol25 structures with the same formula, charge and spin = 0.000 eV
net charge = +1
HOMO-LUMO gap = 0.276 hartree
E = -8093.8748 Ha
max |F| = 0.41 eV Å⁻¹

Mulliken population analysis, charges in e, atoms 1 to 8: Ni -0.527; C -1.001; Se 0.126; C -0.877; C -0.781; Se 0.334; C -0.763; H 0.431